A molecular structure, C20H30EuNP at a distorted geometry. Source: the Open Molecules 2025 dataset; level of theory: wB97M-V/def2-TZVPD.

Element x y z (Å)
C -3.36 -0.79 -2.24
C -2.30 -1.67 -2.09
C -1.09 -1.24 -1.51
C -1.02 0.11 -1.20
C -2.09 0.97 -1.20
C -3.30 0.54 -1.75
C -0.05 -2.30 -1.14
C 1.48 -2.02 -1.18
N 1.96 -1.33 -2.32
Eu 0.40 -0.33 0.59
C -1.89 2.30 -0.51
P -0.07 2.41 -0.18
H -2.36 -2.72 -2.41
H -4.15 1.23 -1.77
H -4.29 -1.13 -2.70
H -2.39 2.32 0.47
H -2.21 3.18 -1.08
H -0.26 -2.73 -0.13
H -0.16 -3.15 -1.83
H 2.02 -1.54 -0.30
C 0.04 4.06 0.57
C 0.51 2.82 -1.87
H 2.02 -2.99 -1.15
C 1.16 -0.76 -3.37
C 3.37 -1.51 -2.59
H 2.01 1.13 1.64
H 1.75 -0.81 -4.29
H 0.23 -1.29 -3.59
H 0.92 0.30 -3.15
H 3.57 -1.59 -3.67
H 3.95 -0.66 -2.18
H 3.74 -2.45 -2.16
H 0.01 3.75 -2.18
H 1.60 2.97 -1.84
H 0.28 2.01 -2.58
H -0.54 4.76 -0.05
H -0.37 4.01 1.58
H 1.09 4.36 0.61
H 2.50 0.52 1.34
C -1.41 -1.73 2.06
C -0.71 -1.21 3.18
C 0.61 -1.68 3.52
C 1.35 -1.06 4.52
C 0.85 0.08 5.18
C -0.44 0.55 4.88
C -1.21 -0.05 3.89
H -1.20 -2.75 1.70
H -2.29 -1.21 1.69
H 1.04 -2.52 2.96
H 2.33 -1.45 4.79
H 1.44 0.54 5.96
H -0.84 1.39 5.45
H -2.20 0.34 3.62

As for the total energy: -1886.315121 Ha. The spin multiplicity is 8. The calculation puts the LUMO energy (alpha / beta) at 0.2 / 0.1 eV. As for the HOMO energy (alpha / beta): -5.773 / -5.814 eV. Its orbital gap (alpha / beta) is 5.97 / 5.96 eV.

Mulliken atomic charge list, values in e, 4 entries:
1. C -0.806
2. C -0.938
3. C 0.227
4. C 0.831

=====

A single C6H12N2O2 molecule at a distorted geometry. Source: the Open Molecules 2025 dataset; level of theory: wB97M-V/def2-TZVPD.

Element x y z (Å)
N -0.26 -3.05 0.19
C -0.65 -2.15 -0.63
C -0.61 -0.65 -0.48
C -0.72 -0.20 0.99
N -0.99 1.21 1.17
C 0.12 2.14 1.08
C 1.24 1.76 0.11
O 0.76 1.29 -1.13
C 0.62 -0.10 -1.21
H -1.51 -0.27 -1.00
H -1.53 -0.78 1.47
H 0.20 -0.45 1.55
H -1.74 1.50 0.55
H -0.29 3.12 0.81
H 0.60 2.26 2.08
H 1.86 2.65 -0.09
H 1.90 1.00 0.55
H 1.53 -0.59 -0.81
H 0.55 -0.35 -2.28
O -0.91 -2.54 -1.88
H -0.04 -2.66 1.11
H -0.15 -3.13 -2.13

As for the total energy: -495.781692 Ha. The spin multiplicity is 1. The calculation puts the LUMO energy at 0.8 eV. As for the HOMO energy: -8.930 eV. Its relative energy (zero: lowest compared OMol25 entry of this formula, charge and spin) is 146.6 kJ/mol. Its orbital gap is 9.74 eV.

Mulliken atomic charge list, values in e, 4 entries:
1. N -0.765
2. C 0.303
3. C 1.016
4. C -1.323

=====

A single C2H5ClFN3 molecule at a distorted geometry. Source: the Open Molecules 2025 dataset; level of theory: wB97M-V/def2-TZVPD.

Element x y z (Å)
C -0.24 -0.19 -0.22
C 1.15 -0.25 -1.03
H -1.62 -0.19 2.27
H -1.50 0.90 1.09
H 0.97 0.61 1.31
H -1.25 -0.60 -1.75
H 1.65 -1.22 -0.75
N -0.85 0.64 1.86
N 0.11 -0.04 1.20
N -1.49 -0.37 -0.69
F 1.94 0.79 -0.58
Cl 1.13 -0.07 -2.71

As for the total energy: -803.432079 Ha. The spin multiplicity is 1. The calculation puts the LUMO energy at 0.6 eV. As for the HOMO energy: -9.717 eV. Its relative energy (zero: lowest compared OMol25 entry of this formula, charge and spin) is 174.3 kJ/mol. Its orbital gap is 10.35 eV.

Mulliken atomic charge list, values in e, 4 entries:
1. C 0.278
2. C 0.220
3. H 0.284
4. H 0.301

=====

A molecular structure, C14H12IN2O2Se3TaTe at a distorted geometry. Source: the Open Molecules 2025 dataset; level of theory: wB97M-V/def2-TZVPD.

Element x y z (Å)
Ta 5.01 -11.22 -4.25
C 8.10 -9.28 -1.69
C 7.98 -10.73 -1.51
N 8.72 -11.33 -0.61
C 8.45 -12.52 -0.09
C 7.38 -13.30 -0.61
C 6.89 -14.55 0.15
O 7.71 -14.61 1.28
C 6.82 -12.90 -1.87
C 6.07 -13.83 -2.59
N 5.13 -13.45 -3.48
C 4.28 -14.48 -3.90
C 3.93 -15.53 -3.03
C 2.98 -16.44 -3.46
C 2.44 -16.45 -4.76
C 2.85 -15.43 -5.63
C 3.72 -14.44 -5.18
I 4.37 -12.93 -6.53
C 7.04 -11.52 -2.23
O 6.80 -11.20 -3.51
H 8.62 -8.86 -0.84
H 7.05 -8.85 -1.68
H 8.62 -8.97 -2.66
H 9.01 -12.97 0.71
H 6.89 -15.42 -0.52
H 5.82 -14.45 0.48
H 7.31 -15.12 1.98
H 6.23 -14.93 -2.53
H 4.20 -15.52 -1.96
H 2.58 -17.12 -2.66
H 1.76 -17.23 -5.05
H 2.61 -15.42 -6.63
Se 4.85 -9.63 -6.10
Se 5.18 -8.56 -3.98
Te 3.73 -9.70 -1.81
Se 2.59 -11.25 -3.40

Its total charge is +2. As for the total energy: -8627.164106 Ha. The spin multiplicity is 1. The calculation puts the LUMO energy at -9.3 eV. As for the HOMO energy: -14.555 eV. Its orbital gap is 5.28 eV.

Mulliken atomic charge list, values in e, 4 entries:
1. Ta 0.434
2. C -0.997
3. C 0.048
4. N -0.474

=====

A molecular structure, C15H24Co at a distorted geometry. Source: the Open Molecules 2025 dataset; level of theory: wB97M-V/def2-TZVPD.

Element x y z (Å)
Co -0.26 0.76 -0.68
C -1.96 -1.87 -1.71
C -2.94 -1.40 -0.62
C -3.37 -2.60 0.24
C -2.20 -0.35 0.23
C -1.26 -0.68 1.19
C -0.44 0.24 1.83
C -0.75 1.61 1.70
C 0.03 2.66 2.43
C -1.69 1.96 0.74
C -2.37 1.03 0.01
H -2.35 -2.69 -2.26
H -1.07 -2.24 -1.21
H -1.73 -1.06 -2.33
H -3.75 -0.89 -1.14
H -2.48 -2.96 0.71
H -3.89 -3.28 -0.39
H -3.99 -2.15 1.06
H -1.12 -1.76 1.40
H 0.31 -0.05 2.56
H 0.71 2.27 3.16
H -0.69 3.31 2.92
H 0.62 3.32 1.74
H -1.80 3.02 0.60
H -2.98 1.29 -0.82
C 3.55 0.45 -1.91
C 2.54 0.32 -0.77
C 1.90 -1.11 -0.93
C 3.28 0.42 0.58
C 1.53 1.43 -0.76
H 4.22 -0.42 -1.96
H 4.14 1.34 -1.79
H 3.11 0.58 -2.87
H 2.60 -1.89 -1.19
H 1.11 -1.07 -1.64
H 1.32 -1.31 0.01
H 3.94 -0.45 0.79
H 2.53 0.41 1.34
H 3.85 1.33 0.66
H 1.80 2.48 -0.92

Its total charge is +1. As for the total energy: -1968.354553 Ha. The spin multiplicity is 5. The calculation puts the LUMO energy (alpha / beta) at -3.3 / -4.8 eV. As for the HOMO energy (alpha / beta): -11.074 / -13.307 eV. Its relative energy (zero: lowest compared OMol25 entry of this formula, charge and spin) is 0.0 kJ/mol. Its orbital gap (alpha / beta) is 7.73 / 8.48 eV.

Mulliken atomic charge list, values in e, 4 entries:
1. Co 0.083
2. C -1.350
3. C 0.025
4. C -1.405

=====

A single C2H5N3O2S molecule at a distorted geometry. Source: the Open Molecules 2025 dataset; level of theory: wB97M-V/def2-TZVPD.

Element x y z (Å)
C -1.99 -0.19 0.03
C 1.44 0.50 -0.20
H -3.42 1.11 0.27
H -1.73 1.82 0.24
H 2.17 1.26 -0.19
H 0.97 -1.61 -0.31
H 3.61 -1.07 -0.27
N -2.38 1.05 0.15
N 0.20 1.08 0.07
N 1.74 -0.83 -0.40
O -0.67 -0.20 0.12
O 2.87 -1.35 0.50
S -2.80 -1.57 -0.01

As for the total energy: -791.967054 Ha. The spin multiplicity is 1. The calculation puts the LUMO energy at 0.0 eV. As for the HOMO energy: -8.621 eV. Its relative energy (zero: lowest compared OMol25 entry of this formula, charge and spin) is 520.3 kJ/mol. Its orbital gap is 8.58 eV.

Mulliken atomic charge list, values in e, 4 entries:
1. C 0.391
2. C 0.102
3. H 0.233
4. H 0.299

=====

Question: Look up the spin multiplicity of the second one.
Answer: 1

=====

Question: What is the spin multiplicity in the sixth record?
Answer: 1